(1)
Below is an isolated ion of composition C3H4FN2 and charge +1 in a non-equilibrium geometry, with properties calculated with ωB97M-V/def2-TZVPD.

```
! RIJCOSX wB97M-V def2-TZVPD def2/J DEFGRID3
* xyz 1 1
C 0.65954 -0.16961 -0.04696
C 0.90444 -0.20383 1.32521
C -1.65214 0.16121 0.23852
N -0.60635 0.08496 -0.48256
N -0.00117 0.24259 2.13132
F -0.02759 -0.11587 3.40516
H 1.43072 -0.33474 -0.78064
H 1.85315 -0.59834 1.68792
H -2.55362 0.73570 0.17339
H -0.67768 0.19777 -1.50727
*
```

Properties
Orbital gap (spin up / spin down)   0.2883 / 0.2924 Ha
Lowest unoccupied orbital energy (spin up / spin down)   -6.60 / -7.11 eV

Here are the Mulliken charges for atoms 1 to 6, given in e: C -0.29; C 0.12; C -0.03; N -0.02; N -0.21; F -0.06

---

(2)
Below is one molecule with the formula C3H4FNO in a non-equilibrium geometry, with properties calculated with ωB97M-V/def2-TZVPD.

```
! RIJCOSX wB97M-V def2-TZVPD def2/J DEFGRID3
* xyz 0 1
N 1.48908 0.98166 1.80794
C 0.94506 0.19495 1.14750
C 0.29885 -0.78750 0.20508
F 1.25440 -1.62413 -0.32906
C -0.42210 0.05019 -0.81400
O -1.44465 0.77967 -0.19953
H -0.42870 -1.33753 0.81079
H -0.89397 -0.53415 -1.58578
H 0.25321 0.73623 -1.29788
H -1.05119 1.54058 0.25492
*
```

Properties
Orbital gap   0.4512 Ha
Structure (SMILES)   N#C[C@H](F)CO
Lowest unoccupied orbital energy   0.79 eV

Here are the Mulliken charges for atoms 1 to 6, given in e: N -0.37; C 0.02; C 0.53; F -0.27; C -0.58; O -0.53

---

What did we get for energy above the lowest of the compared OMol25 structures with the same formula, charge and spin? Answer: 0.956, 0.758 eV, in the order shown.
What did we get for E? Answer: -8859.48992, -9429.85901 eV, in the order shown.